(1)
Below is an isolated ion of composition C19H24N3 and charge +1 at a distorted geometry, with properties calculated with ωB97M-V/def2-TZVPD.

```
46
Properties=species:S:1:pos:R:3:forces:R:3
C 2.1073 -2.2306 1.0986 -0.0366 -0.3444 -0.0331
C 1.8461 -0.8026 0.8062 -0.7521 0.8928 -0.3231
N 2.7920 0.1649 1.0310 -0.1316 -0.0358 -0.1896
C 4.1694 -0.0871 1.4194 0.0462 -0.1328 0.0430
C 2.2658 1.4120 0.7185 -0.4749 -0.1877 -0.1688
C 0.9302 1.2187 0.2603 0.7404 0.2840 0.4189
C 0.1446 2.3476 -0.0067 0.2167 0.6338 -0.2850
C 0.7164 3.6206 0.1397 -0.2699 -0.5251 -0.1730
C 2.0400 3.7894 0.5796 0.3940 -0.7622 0.0542
C 2.8396 2.6714 0.8711 -0.6909 0.5041 -0.2488
C 0.6877 -0.1989 0.3165 0.3247 -0.0913 0.1937
C -0.6076 -0.8637 -0.0619 0.3190 0.0873 3.7969
C -1.8271 -0.1737 0.5980 -0.2702 -0.2975 0.0011
C -1.7361 0.7513 1.6543 -0.1907 0.2761 0.1597
C -2.8754 1.4644 2.0808 0.3459 -0.5267 -0.0294
C -4.1274 1.1871 1.5300 -0.1262 0.2104 -0.2040
C -4.2475 0.1376 0.6205 0.3945 -0.3315 0.1079
C -3.1056 -0.5728 0.2080 -0.9603 0.2958 0.0150
H 1.1483 -2.7594 1.1956 0.3911 0.0330 0.0508
H 2.6755 -2.7020 0.2818 -0.0363 0.0235 0.2876
H 2.6717 -2.3468 2.0358 -0.2100 -0.0628 -0.3356
H 4.6714 0.8722 1.5433 -0.0093 -0.2250 0.0373
H 4.2128 -0.6395 2.3632 0.0096 0.1703 -0.1039
H 4.7007 -0.6687 0.6545 -0.1355 0.1797 0.1242
H -0.9052 2.2294 -0.2986 0.4904 0.2476 0.0369
H 0.1279 4.5026 -0.1082 0.0730 -0.2183 0.1558
H 2.4456 4.7939 0.6965 -0.0826 -0.2967 -0.0480
H 3.8595 2.7604 1.2115 0.0394 0.2506 0.0505
H -0.5756 -1.8837 0.3304 -0.0866 -0.1379 -0.2487
H -0.7909 0.9135 2.1853 -0.3387 0.1054 -0.5342
H -2.7843 2.2233 2.8656 0.0548 -0.3736 -0.3327
H -5.0085 1.7817 1.8189 0.5228 -0.4217 -0.1062
H -5.2205 -0.1770 0.2429 0.2124 0.1381 0.1790
H -3.2352 -1.4802 -0.3869 -0.0544 0.5910 0.2975
C 0.5298 -1.6772 -2.0671 0.4059 0.1575 -0.1959
N -0.6734 -1.0023 -1.4911 -0.2159 -0.0643 -3.8814
N -1.8398 -1.7318 -1.9992 -0.8950 -0.6853 -0.0713
C -1.7612 -2.4318 -3.3079 0.4935 0.3498 -0.0968
H 1.4137 -1.0399 -1.9782 -0.3232 -0.2021 0.2792
H 0.6351 -2.6264 -1.5244 0.1272 0.2912 -0.3154
H 0.3150 -1.8285 -3.1290 0.4244 -0.0180 0.4853
H -0.7683 -0.0866 -1.9455 0.5890 0.2363 0.4385
H -2.5387 -1.0141 -2.1317 -0.2285 0.0169 0.3649
H -2.7625 -2.8187 -3.5445 0.2771 0.1061 0.4856
H -1.5088 -1.7345 -4.1250 0.1318 -0.3676 0.0626
H -1.0467 -3.2638 -3.2520 -0.5044 0.2266 -0.2011
```
Positions in Å, forces in eV/Å.

## Properties
**SMILES**: CN[N@H+](C)[C@H](c1ccccc1)c1c(C)n(C)c2ccccc12
**Total charge**: +1
**HOMO energy**: -0.39594 Ha

---

(2)
Below is an isolated molecule of C19H24N4O2, with properties calculated with ωB97M-V/def2-TZVPD.

```
49
Properties=species:S:1:pos:R:3:forces:R:3
C 3.0797 0.8317 0.4543 -0.0247 0.0301 -0.1622
C 2.3588 -0.4862 0.5356 0.1466 0.2414 -0.0615
O 1.9135 -1.0723 -0.4274 0.1144 -0.1203 -0.1579
N 2.1801 -0.9445 1.8133 0.0627 -0.1074 0.4948
C 1.6940 -2.2224 2.1357 0.2984 -0.3429 0.0105
C 2.4312 -3.3301 2.5061 -0.1621 0.2451 -0.1062
C 1.4769 -4.3161 2.7673 0.1800 0.2551 -0.0290
N 0.2613 -3.8478 2.5784 -0.5489 -0.5521 0.0864
N 0.3844 -2.5776 2.1990 0.4403 -0.1174 0.1280
C -0.8499 -1.8685 1.9283 -0.4976 0.2856 -0.0944
C -1.0411 -1.6047 0.4265 -0.1380 0.0874 -0.0107
H -0.0687 -1.5022 -0.0587 -0.1395 -0.0326 0.0309
H -1.5543 -2.4462 -0.0381 -0.0004 -0.0648 0.0018
C -1.8359 -0.3196 0.2045 -0.1268 -0.4814 -0.2559
N -1.0764 0.8016 0.7042 0.0534 0.0165 0.1687
C -0.5565 1.7802 -0.0726 -0.2258 -0.0935 0.0680
O 0.3217 2.5205 0.3476 0.1484 0.2316 -0.0377
C -1.1938 1.9612 -1.4126 -0.1107 0.2678 -0.3051
C -2.5328 2.3344 -1.4429 0.1061 -0.0096 -0.0167
C -3.1519 2.5796 -2.6527 -0.0721 0.0143 0.0300
C -2.4312 2.4438 -3.8251 -0.0179 0.0017 0.0440
C -1.0912 2.0778 -3.8132 -0.0880 0.0092 0.0225
C -0.4547 1.8399 -2.5912 -0.1344 0.0415 0.1573
C 0.9915 1.4606 -2.4985 0.0299 0.0387 -0.0229
H 1.5195 2.2156 -1.9182 0.1121 -0.0001 0.0176
H 1.1058 0.5079 -1.9823 0.1057 -0.0472 0.0104
H 1.4582 1.3816 -3.4737 0.0605 -0.0387 -0.0688
C -0.3573 1.9512 -5.1163 0.0051 -0.0078 0.0409
H -1.0252 2.1619 -5.9480 -0.0035 0.0031 -0.0598
H 0.4747 2.6527 -5.1605 0.0947 -0.0044 -0.0756
H 0.0384 0.9442 -5.2415 0.0829 -0.0291 -0.0805
H -2.9180 2.6307 -4.7719 -0.0249 0.0096 -0.0986
H -4.1905 2.8732 -2.6833 -0.0855 0.0312 -0.0029
H -3.0783 2.4387 -0.5160 -0.0587 -0.0127 0.0955
C -0.5432 0.6847 2.0539 0.2348 0.3532 0.3300
C -1.0110 -0.5824 2.7567 0.0722 0.0100 -0.1891
H -0.4665 -0.6847 3.6970 -0.0830 0.0167 0.0196
H -2.0679 -0.4755 3.0056 0.0016 -0.0415 0.0441
H -0.8656 1.5627 2.6273 0.1264 -0.0940 -0.0137
H 0.5474 0.7240 2.0023 -0.2658 0.0594 0.0923
H -2.8048 -0.3735 0.7150 -0.0262 0.0248 -0.1273
H -2.0164 -0.1744 -0.8608 -0.0655 -0.0544 0.1809
H -1.6082 -2.5820 2.2699 0.2080 0.1769 -0.0641
H 1.6271 -5.3296 3.0807 -0.0234 -0.2208 0.0707
H 3.4975 -3.4034 2.5685 0.2267 0.0482 -0.0292
H 2.6880 -0.4760 2.5507 -0.0968 -0.0082 -0.1675
H 3.7948 0.9607 1.2621 0.0810 0.0258 0.0714
H 3.5859 0.9036 -0.5042 0.0291 -0.0425 -0.0172
H 2.3372 1.6319 0.5040 -0.0007 -0.0017 0.0378
```
Positions in Å, forces in eV/Å.

## Properties
**SMILES**: CC(=O)Nc1ccnn1C1CCN(C(=O)c2cccc(C)c2C)CC1
**Total charge**: 0
**HOMO energy**: -0.32820 Ha

---

(3)
Below is an isolated molecule of C19H24N4O2S, with properties calculated with ωB97M-V/def2-TZVPD.

```
50
Properties=species:S:1:pos:R:3:forces:R:3
C -5.7155 -2.2579 0.8476 -0.2043 0.0895 -0.0498
C -6.3654 -1.6185 -0.3719 0.1685 -0.0841 0.0018
H -6.9388 -2.3733 -0.9135 -0.0634 0.0487 -0.0145
H -7.0572 -0.8356 -0.0528 -0.0692 -0.0184 -0.0608
C -5.3305 -1.0142 -1.3327 -0.3056 0.0704 0.0154
C -4.6200 0.1434 -0.7068 -0.2161 0.4954 -0.1818
C -5.0903 1.4192 -0.7533 -0.0832 -0.2283 -0.0927
C -4.3862 2.4980 -0.1139 0.1012 -0.1220 0.0830
O -4.6902 3.6689 -0.0697 -0.0865 0.2864 -0.0080
N -3.2001 2.0661 0.5197 0.0797 0.0465 0.0577
C -2.8128 0.7754 0.5168 -0.0288 -0.4165 -0.0610
N -3.4689 -0.1733 -0.0516 0.3340 -0.1862 0.1203
S -1.3247 0.4082 1.3750 0.2553 0.0340 0.2542
C -1.1344 -1.3556 0.9636 -0.1253 0.2639 -0.0389
H -2.1344 -1.7027 0.6992 0.1921 -0.0810 0.0435
H -0.7675 -1.8576 1.8575 -0.0359 0.0273 0.0078
C -0.2243 -1.5663 -0.2362 -0.3350 -0.0669 0.2031
O -0.6666 -2.0106 -1.2771 -0.1902 -0.1275 -0.2017
N 1.0785 -1.2497 -0.0824 0.3976 -0.0144 -0.1019
C 1.6793 -0.6828 1.1063 0.1158 0.1759 0.3347
H 1.4617 0.3910 1.1706 0.0811 -0.0752 0.0641
C 3.1933 -0.8843 1.0777 -0.0508 -0.0781 0.1497
N 3.7606 -0.2073 -0.0618 -0.2026 -0.0921 0.0807
C 5.0849 0.1723 -0.0936 0.1626 0.1050 0.0349
C 6.0027 -0.2882 0.8568 -0.1334 -0.0760 0.0899
C 7.3208 0.1237 0.8234 0.0794 0.0574 -0.0292
C 7.7677 0.9933 -0.1558 0.1581 0.0361 0.0198
C 6.8692 1.4541 -1.1031 0.0536 -0.0183 -0.0004
C 5.5472 1.0582 -1.0741 -0.0895 -0.0263 -0.1002
H 4.8646 1.4567 -1.8083 -0.0853 0.0370 -0.0548
H 7.1983 2.1392 -1.8710 0.0123 0.0560 -0.0572
H 8.7995 1.3082 -0.1799 0.0863 0.0270 -0.0011
H 8.0083 -0.2496 1.5688 0.0444 -0.0349 0.0541
H 5.6953 -0.9856 1.6201 -0.0555 -0.0726 0.0563
C 2.9356 -0.1848 -1.2500 -0.1664 0.0187 -0.1681
H 3.5678 -0.2719 -2.1375 -0.0680 0.0227 0.0515
C 1.9595 -1.3553 -1.2309 0.0698 0.0624 -0.3755
H 1.3359 -1.3581 -2.1277 0.1495 -0.0062 0.1141
H 2.5111 -2.3020 -1.1961 -0.0230 0.0595 -0.0857
H 2.3704 0.7567 -1.3193 0.0354 -0.0725 -0.1427
H 3.4161 -1.9634 1.0734 0.0061 0.0656 0.1090
H 3.6111 -0.4532 1.9914 -0.0562 -0.0896 -0.0370
H 1.2773 -1.1636 2.0010 0.0649 0.0438 -0.0194
H -2.6469 2.7746 0.9881 -0.1139 -0.0386 -0.1036
H -6.0019 1.6665 -1.2720 -0.0822 0.0429 -0.0632
H -5.8365 -0.6790 -2.2390 0.0412 -0.0205 -0.0409
H -4.5923 -1.7740 -1.5917 0.0210 0.0386 -0.0806
H -5.1604 -1.5184 1.4195 0.0708 -0.0081 0.1103
H -6.4720 -2.6958 1.4948 -0.0224 -0.0626 0.0949
H -5.0261 -3.0415 0.5418 0.1119 -0.0937 0.0199
```
Positions in Å, forces in eV/Å.

## Properties
**SMILES**: CCCc1cc(=O)[nH]c(SCC(=O)N2CCN(c3ccccc3)CC2)n1
**Total charge**: 0
**HOMO energy**: -0.28910 Ha

---

We obtain energy relative to the best compared isomer or geometry (same formula, charge and spin) values of 81.6; 49.8; 146.6 kJ/mol for the records listed above, in that order.